Entry 1:
40
Properties=species:S:1:pos:R:3 method="wB97M-V/def2-TZVPD" spin_multiplicity=2 lumo_ev="2.262 / 2.265" gap_ev="5.6 / 5.1" charge=-1 s2=0.76 e_tot_ev=-214756.7773 e_above_lowest_ev=0.978
V 0.2772 0.4486 -0.0541
C 1.4575 -2.0121 3.0137
C 1.5937 -0.8692 2.2244
N 0.6308 -0.8397 1.3168
N -0.1355 -1.9146 1.4949
C 0.3444 -2.6518 2.5129
B -1.3788 -2.0794 0.6217
N -2.1896 -0.7886 0.7843
C -3.4712 -0.6064 1.1426
C -3.7289 0.7484 1.1413
C -2.5185 1.3333 0.7600
N -1.6131 0.3880 0.5517
N -0.8814 -2.0823 -0.8227
C -0.9950 -3.0015 -1.7953
C -0.3168 -2.5364 -2.9016
C 0.2003 -1.3017 -2.5032
N -0.1536 -1.0542 -1.2511
H 2.0865 -2.3293 3.8208
H 2.3335 -0.0912 2.2804
H -0.1266 -3.5668 2.8152
H -2.0169 -3.0402 0.8895
H -4.1063 -1.4398 1.3688
H -4.6526 1.2422 1.3751
H -2.2763 2.3771 0.6450
H -1.5364 -3.9141 -1.6374
H -0.2194 -3.0130 -3.8559
H 0.8187 -0.6100 -3.0505
S 2.5674 0.6684 -0.6526
C 2.5799 2.0198 0.3929
S 1.0550 2.4114 1.1078
C 3.7236 2.7661 0.6574
C 3.7021 3.9151 1.4536
N 3.7174 4.8816 2.0832
C 4.9669 2.3936 0.1389
N 5.9977 2.0896 -0.2788
Br -0.1793 2.4783 -1.4936
C -1.1660 2.5598 -3.2817
Br -1.9918 0.8947 -3.7836
H -0.4470 2.8222 -4.0518
H -1.9519 3.3038 -3.1788

Entry 2:
14
Properties=species:S:1:pos:R:3 method="wB97M-V/def2-TZVPD" lumo_ev=0.371 gap_ev=9.4 charge=0 e_tot_ev=-22121.7328 e_above_lowest_ev=7.295
H -0.5656 -2.9290 1.3217
N -0.5743 -2.0455 0.7009
N -1.4092 -1.1704 1.0274
O -2.3582 -1.2766 1.7594
O -1.2105 -0.0061 0.3138
S 0.6217 0.3674 0.1034
C 1.2010 -0.4587 -1.1476
C 0.2184 1.9786 -0.5392
O 1.1612 0.2834 1.3934
H 1.9247 -1.1749 -0.9960
H 0.4866 -0.5379 -1.8595
H -0.2904 2.6526 0.1263
H 1.2216 2.5461 -0.7528
H -0.4269 1.7710 -1.4512

Entry 3:
9
Properties=species:S:1:pos:R:3 method="wB97M-V/def2-TZVPD" lumo_ev=-0.081 gap_ev=9.3 charge=0 e_tot_ev=-27878.3003 e_above_lowest_ev=1.487
C -0.1793 0.6032 0.2347
C -1.2267 -0.7179 -1.2016
C 1.3053 0.1673 0.2334
O -0.7834 1.3951 0.7911
O -1.0610 -0.5901 -2.3779
F 2.1059 0.6889 1.1769
F 1.8029 0.5015 -0.9435
F 1.2429 -1.1979 0.4694
Cl -2.1613 -1.8637 -0.4770

Entry 4:
85
Properties=species:S:1:pos:R:3 method="wB97M-V/def2-TZVPD" lumo_ev=-0.859 gap_ev=7.9 charge=0 e_tot_ev=-99329.2839
C -3.3636 7.8852 3.2720
C -3.9831 6.5229 3.3162
I -6.0788 6.6688 3.4234
C -3.3416 5.3550 3.3017
I -1.2391 5.3978 3.1906
C -3.9484 3.9668 3.4114
O -4.9441 3.8605 4.4124
N -4.5689 4.5966 5.6251
O -4.9790 4.0507 6.5483
O -2.9579 2.9954 3.7817
C -3.6687 1.8034 3.7631
O -3.4650 0.8835 4.4841
O -4.6295 1.8920 2.8243
C -4.4780 3.1842 2.1709
S -6.0383 3.7011 1.4644
C -3.4366 2.9721 1.0684
C -2.9001 4.0551 0.3905
C -1.9708 3.8389 -0.6127
C -1.6078 2.5318 -0.8901
C -2.1931 1.5199 -0.1471
N -3.0971 1.7169 0.8062
H -3.4171 8.2997 2.2676
H -2.3443 7.8801 3.6430
H -3.9428 8.5519 3.9106
H -5.9448 2.9220 0.3815
H -3.2267 5.0554 0.6313
H -1.5457 4.6684 -1.1571
H -0.8741 2.2970 -1.6467
H -1.9071 0.4938 -0.3404
O -2.5041 7.3497 0.3915
N -2.1779 7.5537 -0.7629
O -1.1184 7.2165 -1.2481
C -3.1381 8.2579 -1.6269
C -4.3435 8.6687 -1.0879
C -5.2376 9.3434 -1.9024
C -4.9183 9.5922 -3.2309
C -3.7049 9.1630 -3.7526
C -2.8016 8.4889 -2.9476
H -4.5821 8.4654 -0.0545
H -6.1839 9.6753 -1.4988
H -5.6182 10.1228 -3.8623
H -3.4601 9.3548 -4.7879
H -1.8543 8.1508 -3.3393
O 0.0656 0.0279 -2.6865
N 0.8643 0.5343 -3.4516
O 0.5613 1.1220 -4.4695
C 2.2931 0.4261 -3.1174
C 2.6604 -0.2612 -1.9747
C 4.0062 -0.3776 -1.6747
C 4.9582 0.1919 -2.5092
C 4.5666 0.8855 -3.6458
C 3.2223 1.0068 -3.9595
H 1.9097 -0.6991 -1.3343
H 4.3126 -0.9185 -0.7908
H 6.0089 0.0896 -2.2747
H 5.3095 1.3291 -4.2940
H 2.9039 1.5397 -4.8425
O 4.9694 -3.0415 -2.6561
N 5.5666 -3.9969 -2.1988
O 6.7691 -4.1486 -2.2533
C 4.7692 -5.0378 -1.5282
C 3.3944 -4.8936 -1.4828
C 2.6455 -5.8807 -0.8642
C 3.2768 -6.9844 -0.3044
C 4.6596 -7.1077 -0.3548
C 5.4174 -6.1253 -0.9735
H 2.9190 -4.0298 -1.9228
H 1.5691 -5.7882 -0.8211
H 2.6867 -7.7549 0.1756
H 5.1413 -7.9700 0.0862
H 6.4928 -6.2059 -1.0227
O 5.5621 -9.8087 1.0518
N 5.2679 -10.5529 1.9696
O 5.8744 -10.6297 3.0143
C 4.0885 -11.4163 1.7906
C 3.4013 -11.3679 0.5918
C 2.3016 -12.1935 0.4243
C 1.9075 -13.0449 1.4483
C 2.6093 -13.0716 2.6462
C 3.7120 -12.2522 2.8247
H 3.7193 -10.7020 -0.1965
H 1.7539 -12.1736 -0.5075
H 1.0507 -13.6910 1.3116
H 2.2994 -13.7332 3.4429
H 4.2680 -12.2636 3.7499

Entry 5:
12
Properties=species:S:1:pos:R:3 method="wB97M-V/def2-TZVPD" lumo_ev=-0.701 gap_ev=7.8 charge=0 e_tot_ev=-7324.3946 e_above_lowest_ev=4.890
C -2.5282 -0.0217 -0.0830
C -1.2317 -0.1117 0.2667
C -0.1972 -0.0148 -0.7309
C 1.0216 0.5592 -0.2090
C 2.1151 -0.4426 -0.0429
O 2.1940 0.5421 -1.0295
H -3.3128 -0.0082 0.6698
H -0.9903 -0.1989 1.3322
H -2.8247 0.1036 -1.1208
H 1.0190 1.3820 0.5128
H 1.9685 -1.4648 -0.3895
H 2.7667 -0.3242 0.8241

Entry 6:
99
Properties=species:S:1:pos:R:3 method="wB97M-V/def2-TZVPD" spin_multiplicity=3 lumo_ev="-2.264 / -2.690" gap_ev="6.8 / 7.0" charge=+1 s2=2.01 e_tot_ev=-87455.2845 e_above_lowest_ev=2.405
C -1.5625 -1.3834 -1.9008
C 0.7246 -1.7740 -1.6194
C -1.6135 -2.2213 -3.0067
C 0.6753 -2.7845 -2.6029
C -0.4902 -2.9952 -3.3112
H -2.5293 -2.2553 -3.5896
H 1.6054 -3.2984 -2.8547
H -0.5380 -3.7344 -4.1154
N -0.4791 -1.3551 -1.0925
P -2.6494 0.1786 0.1003
P 2.6910 -0.0863 -0.1263
C -2.6369 -0.3426 -1.6752
H -2.4207 0.5485 -2.2908
H -3.6104 -0.7124 -2.0211
C 0.7945 1.4190 1.5421
O 1.3420 2.3510 2.0083
C 1.9570 -1.0821 -1.4078
H 2.7838 -1.6902 -1.8076
C 4.1181 0.5494 -1.3360
C 3.5726 -0.9027 1.4239
C -3.2795 1.9473 0.1018
C -3.8748 -1.0843 0.7858
C 3.9924 2.0681 -1.1899
H 4.0868 2.3943 -0.1429
H 4.7923 2.5547 -1.7730
H 3.0277 2.4241 -1.5756
C 5.5465 0.0828 -1.0283
H 5.9112 0.3239 -0.0257
H 5.6694 -0.9937 -1.2154
H 6.2176 0.5957 -1.7389
C 3.9159 0.1410 -2.8049
H 4.5715 0.7592 -3.4394
H 4.1852 -0.9093 -2.9879
H 2.8952 0.2914 -3.1529
C 4.3737 0.2198 2.1120
H 3.7069 1.0419 2.4164
H 4.8596 -0.1868 3.0146
H 5.1605 0.6517 1.4831
C 2.5026 -1.3822 2.4079
H 1.8411 -0.5612 2.7182
H 1.8977 -2.2008 1.9924
H 2.9997 -1.7624 3.3177
C 4.4114 -2.1144 1.0249
H 5.2655 -1.8713 0.3860
H 4.8179 -2.5708 1.9434
H 3.7908 -2.8679 0.5164
C -4.2709 -0.6640 2.2077
H -4.9087 -1.4502 2.6384
H -3.3912 -0.5627 2.8585
H -4.8450 0.2710 2.2343
C -3.1692 -2.4517 0.8481
H -2.8532 -2.7994 -0.1418
H -2.2906 -2.4317 1.5033
H -3.8775 -3.1861 1.2584
C -5.1211 -1.2479 -0.0996
H -5.8241 -1.9099 0.4250
H -5.6421 -0.3080 -0.2975
H -4.8866 -1.7272 -1.0565
C -2.4897 2.7643 -0.9366
H -2.7657 2.4979 -1.9641
H -2.7138 3.8313 -0.7899
H -1.4079 2.6262 -0.8304
C -3.0388 2.5406 1.5028
H -1.9684 2.5952 1.7446
H -3.4378 3.5652 1.5145
H -3.5469 1.9751 2.2947
C -4.7720 1.9948 -0.2476
H -4.9801 1.5404 -1.2258
H -5.4023 1.5271 0.5197
H -5.0759 3.0505 -0.3095
Ti -0.1730 -0.0073 0.5936
N 0.2618 1.2534 -0.9910
C 0.9921 0.9874 -1.9391
C 1.0779 1.7185 -3.2069
C 1.0370 3.1194 -3.0967
C 1.0498 1.1242 -4.4815
C 1.0097 3.9221 -4.2340
H 1.0086 3.5722 -2.1024
C 1.0448 1.9392 -5.6185
H 1.0406 0.0365 -4.5502
C 1.0316 3.3333 -5.5029
H 0.9596 5.0115 -4.1254
H 1.0368 1.4747 -6.6103
H 1.0161 3.9579 -6.3984
C -1.2972 -1.3828 5.7226
N -1.0512 -0.8093 4.4035
C -1.0858 0.6499 4.2677
C -0.7596 -1.5662 3.3547
C -0.6677 -3.0462 3.5288
O -0.5448 -1.0035 2.2144
H -1.5241 -0.5617 6.4050
H -0.4144 -1.9257 6.0902
H -2.1501 -2.0765 5.6962
H -0.0910 1.0687 4.0591
H -1.7751 0.9654 3.4669
H -1.4460 1.0475 5.2203
H -0.3523 -3.5024 2.5839
H 0.0698 -3.2943 4.3086
H -1.6431 -3.4659 3.8291

Entry 7:
14
Properties=species:S:1:pos:R:3 method="wB97M-V/def2-TZVPD" lumo_ev=0.811 gap_ev=9.9 charge=0 e_tot_ev=-8370.9486 e_above_lowest_ev=2.333 smiles=C[C@@]1(O)C[C@H]1O
C -1.0781 0.3216 -0.8779
C -0.0500 0.4693 0.2546
O 0.1141 1.8210 0.5565
C 0.0513 -0.5524 1.3426
C 1.1109 -0.4758 0.2771
O 1.0934 -1.5272 -0.6463
H -2.1198 0.4845 -0.5612
H -0.9565 -0.6847 -1.2463
H -0.9030 0.9974 -1.7435
H -0.5171 2.0440 -0.1334
H 0.3071 -0.2179 2.3458
H -0.6387 -1.3879 1.2760
H 2.0976 -0.1012 0.5577
H 1.4494 -1.1910 -1.4799

Entry 8:
5
Properties=species:S:1:pos:R:3 method="wB97M-V/def2-TZVPD" lumo_ev=0.653 gap_ev=10.6 charge=0 e_tot_ev=-15774.4595 e_above_lowest_ev=0.702 smiles=FC#P.F
F -0.9917 1.3738 0.1994
C -1.9603 0.5137 0.1326
P -3.1447 -0.4817 0.0777
F 0.2019 -1.0332 0.2293
H 0.6286 -0.2061 0.1114